Entry from OMol25: a single C17H24N2O2S molecule (ωB97M-V with the def2-TZVPD basis set).

Positions of all 46 atoms, in Å:
O (-0.785, -3.079, 0.361)
C (-0.703, -1.993, -0.187)
N (-1.774, -1.353, -0.712)
C (-3.103, -1.905, -0.591)
C (-3.746, -1.586, 0.764)
C (-4.254, -0.146, 0.860)
N (-3.232, 0.850, 0.671)
C (-2.189, 1.087, 1.640)
C (-1.595, 2.439, 1.222)
C (-1.992, 2.587, -0.247)
C (-3.163, 1.634, -0.425)
O (-3.904, 1.564, -1.382)
C (0.588, -1.301, -0.315)
C (1.801, -1.823, 0.037)
C (2.885, -0.944, -0.174)
C (2.487, 0.260, -0.683)
S (0.773, 0.318, -0.914)
C (3.339, 1.438, -1.001)
C (4.119, 1.933, 0.223)
C (5.304, 1.044, 0.598)
C (4.928, -0.325, 1.165)
C (4.311, -1.277, 0.135)
H (-1.671, -0.444, -1.132)
H (-3.717, -1.516, -1.404)
H (-3.007, -2.990, -0.687)
H (-4.595, -2.253, 0.916)
H (-3.017, -1.788, 1.550)
H (-4.998, 0.033, 0.077)
H (-4.723, 0.009, 1.839)
H (-2.608, 1.108, 2.651)
H (-1.437, 0.289, 1.598)
H (-0.517, 2.465, 1.363)
H (-2.038, 3.240, 1.813)
H (-2.287, 3.599, -0.516)
H (-1.190, 2.282, -0.921)
H (1.895, -2.818, 0.434)
H (2.704, 2.244, -1.377)
H (4.048, 1.174, -1.792)
H (3.439, 2.016, 1.075)
H (4.498, 2.933, 0.003)
H (5.939, 0.906, -0.281)
H (5.897, 1.571, 1.349)
H (4.235, -0.198, 2.000)
H (5.836, -0.788, 1.557)
H (4.351, -2.297, 0.520)
H (4.903, -1.241, -0.784)

Atomic forces in eV per Å
-0.0640 -0.1547 0.0895
-0.1200 -0.0161 -0.0689
-0.0299 0.1534 -0.1824
-0.1806 -0.2498 0.3351
0.0241 0.2256 -0.2259
-0.1987 -0.3438 -0.0545
-0.0762 0.0258 0.3228
0.2200 -0.0943 0.2019
0.0352 0.0155 -0.0358
-0.0016 0.0867 0.0197
0.1748 0.3411 0.0329
-0.1970 -0.0328 -0.4510
0.5580 0.4159 -0.0498
-0.5449 0.0955 -0.1145
-0.0004 0.2250 -0.1884
-0.4574 -0.1523 -0.1082
0.5247 -0.5174 0.2382
0.0139 0.1826 0.1819
0.1911 0.0231 -0.2128
-0.2185 0.0260 0.2717
0.2404 -0.0436 -0.1888
-0.0063 0.0757 0.2220
0.0389 -0.1218 -0.0389
0.0301 -0.0452 -0.0162
-0.0725 0.1503 -0.0922
-0.0305 -0.0418 0.0758
-0.0169 -0.1046 0.0470
0.0170 -0.0019 0.1372
-0.0011 0.0412 -0.0931
0.0467 -0.0279 -0.0380
-0.0393 0.0345 0.0681
0.0095 0.0098 0.0625
0.0136 -0.0168 0.0113
-0.0320 -0.0481 -0.0731
-0.0735 0.0353 -0.0312
-0.0265 -0.2065 0.0816
0.0803 0.0028 -0.0888
-0.0313 0.0677 -0.0635
-0.0353 0.0688 0.0170
-0.0270 0.0369 0.0404
0.0935 0.0221 -0.0264
0.0600 0.0008 -0.0628
0.0135 -0.0341 0.0686
-0.0172 0.0023 0.0639
0.0447 -0.0179 -0.0861
0.0687 -0.0927 0.0022

Computed properties:
Calculated total energy: -35930.75361 eV
SMILES string: O=C(NCCCN1CCCC1=O)c1cc2c(s1)CCCCC2
HOMO level: -0.3176 hartree
Kohn-Sham gap: 9.160 eV
Energy above the lowest of the compared OMol25 structures with the same formula, charge and spin: 2.1 kcal per mole
Lowest unoccupied orbital energy: 0.5166 eV

These are the Mulliken partial charges, in e, on atoms 1 to 2: number 1, O, carries -0.706; number 2, C, carries 0.310

***

Entry from OMol25: a molecular structure, C46H117CuN8O19 in a non-equilibrium geometry (ωB97M-V with the def2-TZVPD basis set).

Positions of all 191 atoms, in Å:
Cu (16.627, -17.278, 0.683)
N (11.339, -19.686, 3.615)
O (10.384, -20.127, 2.984)
O (11.311, -19.567, 4.804)
O (12.296, -19.200, 2.986)
C (12.188, -12.528, -0.491)
C (12.858, -13.574, -1.421)
O (14.239, -13.575, -1.072)
H (11.183, -12.268, -0.824)
H (12.835, -11.671, -0.307)
H (12.158, -12.953, 0.512)
H (12.714, -13.233, -2.446)
H (12.517, -14.598, -1.261)
H (14.511, -12.670, -1.240)
C (12.824, -15.832, 12.177)
C (12.010, -15.573, 10.901)
O (11.988, -14.153, 10.736)
H (12.401, -15.359, 13.062)
H (13.869, -15.536, 12.080)
H (12.834, -16.902, 12.386)
H (10.988, -15.927, 11.039)
H (12.360, -16.115, 10.023)
H (11.334, -13.926, 10.070)
C (4.507, -15.291, -2.526)
O (5.259, -15.544, -3.657)
C (6.528, -16.135, -3.336)
C (7.248, -16.221, -4.711)
N (7.500, -14.842, -5.189)
C (8.017, -14.905, -6.503)
C (8.131, -13.458, -6.896)
O (8.798, -13.526, -8.189)
C (8.889, -12.275, -8.859)
H (5.063, -14.647, -1.845)
H (4.083, -16.153, -2.011)
H (3.565, -14.802, -2.772)
H (6.442, -17.123, -2.885)
H (7.209, -15.520, -2.747)
H (6.666, -16.824, -5.407)
H (8.240, -16.672, -4.680)
H (6.673, -14.265, -5.137)
H (7.409, -15.471, -7.208)
H (8.999, -15.376, -6.537)
H (8.857, -12.962, -6.251)
H (7.211, -12.906, -7.090)
H (9.484, -11.561, -8.289)
H (7.874, -12.011, -9.154)
H (9.473, -12.507, -9.750)
C (17.039, -22.906, 9.946)
O (16.720, -23.490, 8.710)
C (15.290, -23.652, 8.480)
C (15.008, -24.359, 7.069)
N (15.932, -25.498, 6.922)
C (15.931, -26.143, 5.623)
C (14.710, -27.092, 5.545)
O (14.754, -27.790, 4.289)
C (13.830, -28.856, 4.076)
H (18.093, -23.089, 10.153)
H (16.434, -23.247, 10.786)
H (16.849, -21.836, 9.866)
H (14.759, -22.700, 8.478)
H (14.764, -24.282, 9.197)
H (15.090, -23.659, 6.237)
H (13.963, -24.659, 6.997)
H (16.813, -25.159, 7.282)
H (16.874, -26.677, 5.510)
H (15.840, -25.340, 4.892)
H (13.792, -26.507, 5.501)
H (14.625, -27.814, 6.358)
H (14.221, -29.425, 3.232)
H (12.831, -28.447, 3.921)
H (13.751, -29.515, 4.940)
C (4.668, -28.158, 4.668)
O (4.669, -27.023, 5.488)
C (4.497, -25.791, 4.770)
C (4.544, -24.586, 5.802)
N (4.490, -23.327, 5.083)
C (3.438, -23.068, 4.103)
C (2.036, -23.088, 4.728)
O (1.025, -22.577, 3.784)
C (-0.271, -22.550, 4.290)
H (3.897, -28.150, 3.899)
H (4.693, -29.096, 5.222)
H (5.577, -28.143, 4.066)
H (3.603, -25.874, 4.152)
H (5.299, -25.680, 4.041)
H (5.404, -24.620, 6.471)
H (3.694, -24.709, 6.474)
H (5.355, -22.980, 4.692)
H (3.482, -23.685, 3.205)
H (3.764, -22.102, 3.717)
H (2.046, -22.352, 5.532)
H (1.805, -24.097, 5.070)
H (-0.784, -23.473, 4.559)
H (-0.821, -22.038, 3.500)
H (-0.429, -21.887, 5.142)
C (15.754, -23.226, -2.528)
O (16.401, -22.070, -2.978)
C (15.587, -20.902, -3.054)
C (16.378, -19.829, -3.797)
N (17.607, -19.450, -2.999)
C (18.507, -18.622, -3.790)
C (19.790, -18.301, -3.025)
O (19.412, -17.517, -1.902)
C (20.512, -16.852, -1.228)
H (16.470, -24.046, -2.467)
H (15.014, -23.447, -3.297)
H (15.337, -23.023, -1.541)
H (15.311, -20.574, -2.051)
H (14.664, -21.031, -3.618)
H (15.775, -18.949, -4.021)
H (16.622, -20.196, -4.794)
H (18.089, -20.320, -2.825)
H (18.028, -17.648, -3.892)
H (18.777, -19.019, -4.769)
H (20.448, -17.716, -3.668)
H (20.263, -19.213, -2.659)
H (21.244, -17.619, -0.974)
H (20.201, -16.402, -0.285)
H (20.980, -16.135, -1.903)
C (4.278, -13.659, 6.908)
O (5.419, -12.896, 6.582)
C (6.628, -13.708, 6.457)
C (7.806, -12.899, 5.893)
N (8.135, -11.790, 6.789)
C (8.927, -10.738, 6.186)
C (8.936, -9.470, 7.050)
O (7.616, -8.980, 7.249)
C (7.549, -7.957, 8.272)
H (3.917, -13.972, 5.928)
H (3.474, -12.999, 7.235)
H (4.468, -14.495, 7.581)
H (6.439, -14.562, 5.805)
H (6.848, -14.103, 7.448)
H (7.643, -12.636, 4.848)
H (8.661, -13.564, 5.771)
H (7.303, -11.301, 7.087)
H (8.440, -10.484, 5.244)
H (9.965, -11.056, 6.092)
H (9.570, -8.662, 6.683)
H (9.464, -9.766, 7.956)
H (7.970, -8.424, 9.163)
H (6.532, -7.616, 8.466)
H (8.206, -7.100, 8.118)
C (19.253, -12.692, 7.496)
O (18.684, -13.322, 6.292)
C (17.529, -14.114, 6.575)
C (17.216, -14.959, 5.343)
N (18.322, -15.808, 4.917)
C (18.531, -16.970, 5.789)
C (19.469, -18.048, 5.295)
O (19.111, -18.453, 4.020)
C (20.054, -19.264, 3.356)
H (20.023, -12.029, 7.100)
H (19.827, -13.472, 7.997)
H (18.631, -12.151, 8.209)
H (16.735, -13.404, 6.811)
H (17.630, -14.780, 7.432)
H (16.970, -14.303, 4.508)
H (16.348, -15.570, 5.593)
H (19.107, -15.204, 5.115)
H (17.549, -17.434, 5.886)
H (18.843, -16.712, 6.801)
H (19.421, -18.922, 5.946)
H (20.481, -17.644, 5.333)
H (20.171, -20.261, 3.782)
H (21.050, -18.827, 3.286)
H (19.619, -19.348, 2.359)
C (5.226, -24.894, -3.335)
O (5.019, -25.775, -4.468)
C (4.999, -25.171, -5.740)
C (3.579, -24.694, -5.998)
N (2.575, -25.799, -6.045)
C (1.222, -25.262, -6.191)
C (0.166, -26.393, -6.113)
O (-1.133, -25.815, -6.190)
C (-2.276, -26.655, -5.879)
H (5.423, -25.540, -2.479)
H (4.359, -24.277, -3.100)
H (6.062, -24.206, -3.465)
H (5.210, -25.970, -6.450)
H (5.703, -24.352, -5.889)
H (3.540, -24.139, -6.935)
H (3.240, -23.983, -5.245)
H (2.748, -26.165, -5.120)
H (1.033, -24.763, -7.141)
H (0.938, -24.545, -5.421)
H (0.214, -26.982, -5.196)
H (0.337, -27.093, -6.930)
H (-2.398, -27.485, -6.574)
H (-3.153, -26.015, -5.983)
H (-2.262, -27.015, -4.850)

Atomic forces in eV per Å
0.0138 -0.1568 -0.0341
-0.2123 1.4682 -2.0994
-1.1706 -1.1971 -0.6724
-0.0919 -0.3422 3.6632
1.7006 0.1801 -1.0165
-0.0282 -1.3009 0.3945
-0.0779 1.3647 0.9345
0.4158 -0.3072 -0.4013
0.1153 0.2225 0.1217
-0.1117 0.3299 -0.7507
-0.4425 -0.1981 0.0495
0.0355 -0.4453 -0.2721
-0.2833 0.2302 -0.1447
0.4224 0.0179 0.1066
-0.0499 -0.6988 -0.4519
-0.2397 0.4344 1.0767
0.1648 -0.1514 -0.2960
-0.1192 0.2345 -0.2535
-0.0744 0.2145 -0.1360
-0.0137 -0.1422 -0.0378
-0.1740 -0.0851 0.2263
0.5382 0.1772 -0.0540
-0.0388 0.0197 -0.0932
-1.2345 0.6424 0.8276
0.9870 -0.6552 0.0461
0.7367 -0.2452 -2.1913
-0.2648 1.0127 0.8626
-0.3201 -1.8841 1.4491
-0.2529 1.2065 -0.3306
2.1468 -0.3775 -2.8955
-0.0210 0.3054 0.2574
0.3148 -1.6311 -0.1496
-0.0730 -0.0508 0.3398
0.7859 -0.6744 0.1946
0.2601 0.5529 -0.5736
-0.3045 -0.0244 0.1253
-0.5446 0.4047 0.5354
-0.3413 0.0308 -0.1998
-0.0217 -0.2642 0.5039
-0.2757 -0.2476 -0.0355
-0.3575 0.0051 -0.2536
0.1860 0.1549 0.1952
-0.5597 0.3322 0.5062
-0.3193 -0.0796 0.7213
-0.4822 0.4284 0.1910
0.0986 0.8461 0.0797
-0.1341 0.2110 -0.1955
-0.2123 0.5954 -0.0932
-1.6014 -0.9548 -0.4895
-0.1598 -0.6364 -1.7743
1.0525 0.2257 0.9386
-0.8948 0.5802 1.2047
-0.5257 0.0785 0.9058
-0.1722 -0.1452 -1.5616
0.6180 -0.3104 0.0285
0.4438 0.8791 0.6548
-0.0760 0.0113 -0.0533
-0.0815 -0.4490 -0.0177
0.2027 0.3205 0.1756
0.2542 0.3304 0.0100
0.6400 -0.1507 0.5770
0.4591 0.4437 -0.1425
-0.0594 -0.2330 0.5411
0.3065 -0.3870 -0.4458
-0.1630 -0.1264 -0.2187
0.0264 -0.3209 -0.7715
-0.1608 0.2729 0.4695
0.3828 0.1081 0.2827
-0.3368 0.1206 -0.0510
-0.1656 -0.0929 -0.4104
0.2201 -0.1431 0.2250
0.9339 0.2592 -0.9639
-0.5468 0.4028 0.3986
0.9337 -0.4337 1.2604
-0.6148 -1.0562 -1.7422
-0.4347 0.3292 0.4786
0.2873 0.2572 -0.1426
-0.2021 1.5105 -0.9970
1.6649 -1.4148 0.7486
-0.8857 1.2129 -0.3609
-0.6674 -0.0614 0.2858
-0.3499 0.3289 0.3111
0.4603 -0.1349 -0.1244
-0.5265 0.3799 0.3025
0.4546 0.1250 -0.0287
0.2510 -0.1333 -0.4603
-0.2457 0.2296 -0.0625
0.1884 -0.4600 0.3964
-0.1944 -0.6380 -0.0295
-0.8522 0.4145 0.0386
0.0087 -0.3616 0.5163
-0.2906 0.0052 0.0791
0.4669 -0.5633 -0.2892
-0.3820 -0.3395 -0.0928
0.5569 0.1525 0.4780
-0.2577 0.3399 -0.2607
0.7583 1.1386 -0.4366
0.5205 0.1812 -0.3684
0.8826 0.0007 0.9128
-0.9944 -0.3174 -1.1422
0.2999 0.7710 0.9147
-0.7806 0.1720 0.3602
0.1529 1.0275 1.0956
-0.2417 -1.3735 -0.8755
0.0482 0.1807 -0.0229
-0.5040 -0.5162 0.4131
-0.4013 -0.3692 0.0491
-0.0047 0.0972 0.2173
-0.1943 -0.5576 -0.0593
-0.1168 0.1742 0.5430
0.3545 -0.3795 -0.1026
-0.0211 -0.3550 0.2171
-0.1471 0.0340 -0.4881
-0.1238 -0.1893 -0.2211
0.2805 -0.1408 -0.0968
0.3754 -0.1491 -0.1630
0.3089 0.0235 0.0707
-0.3716 0.1231 -0.3057
-0.0230 0.2287 0.1276
-0.1647 0.4392 -1.5122
1.6573 0.0266 0.3692
-0.6420 0.5980 -0.1022
-0.3905 -0.0978 0.6583
0.0655 0.0366 0.3209
-0.4079 0.7655 -0.0344
0.1432 -0.3572 0.2458
-0.0317 0.7011 0.3903
0.8548 -1.2416 0.1543
-0.3217 -0.9945 0.0733
0.3343 0.0911 0.6075
-0.0344 0.0735 0.0905
-0.1246 -0.0752 -0.2036
0.2657 0.0276 0.1269
-0.6298 0.6291 -0.1859
0.1732 -0.2470 0.5543
-0.5493 -0.4393 0.0788
0.5373 0.1492 -0.6569
0.0327 0.0176 -0.4468
0.0412 -0.0058 -0.7294
-0.4937 0.0082 0.8154
-0.3092 0.0377 0.4794
0.0394 -0.3229 -0.3866
-0.0291 0.1632 -0.7019
1.1636 -1.0299 -1.5945
-0.0273 0.4471 1.6373
-0.0124 0.5088 -0.4104
-0.3519 0.2072 0.2774
0.8205 -0.1700 0.4709
-1.3455 -0.4585 0.1012
0.2062 0.5149 0.2808
0.0236 -0.0140 -0.8874
-0.5482 0.1097 -0.3605
-0.2383 0.2750 0.0369
-0.2383 -0.0916 0.4757
-0.6354 -0.2104 -0.4571
-0.4670 -0.2188 -0.0419
0.4753 0.0381 0.2865
-0.1372 0.0710 0.0204
-0.1477 -0.0461 -0.2112
0.6250 0.1765 -0.6136
-0.1606 -0.1246 0.1251
0.1274 0.1246 0.2193
0.0573 0.0544 0.5004
0.4524 -0.0874 -0.2444
-0.1971 -0.1228 0.2386
0.0614 0.3398 0.0661
0.3799 -0.3173 -0.1559
-0.2140 -0.5543 -0.5432
0.8920 0.4821 1.3187
-1.4808 -0.3141 -0.0865
-0.8256 0.2973 -1.0472
1.1365 1.0285 -0.2587
-1.0780 -1.0296 0.6684
-0.2501 -0.0439 -0.0361
-0.7060 -0.1975 0.0390
0.8497 0.8730 -0.3290
0.0173 0.0298 -0.1191
-0.2832 -0.0612 -0.1616
0.2380 -0.1444 -0.2684
0.1948 0.0208 -0.0427
0.2174 0.0532 0.3176
0.0465 -0.0475 -0.2563
0.2909 0.3158 0.3667
-0.7781 -0.7283 0.2322
0.5650 -0.0294 -0.1818
0.1600 0.3012 0.2861
0.3845 0.0556 0.3495
-0.0417 -0.1056 -0.2459
0.2615 -0.1442 -0.0503
0.1291 0.0713 -0.0331
0.2749 -0.1268 0.0857

Computed properties:
Calculated total energy: -145040.11401 eV
HOMO level: -0.2212 hartree
Kohn-Sham gap: 1.755 eV
Lowest unoccupied orbital energy: -4.2632 eV

These are the Mulliken partial charges, in e, on atoms 1 to 2: number 1, Cu, carries 0.965; number 2, N, carries 0.980